Density functional theory data (ωB97M-V with the def2-TZVPD basis set) for C4H9NO2 as an isolated structure.

Calculated values
- molecular weight (Da) = 103.1
- ΔE to the lowest compared entry with this formula, charge and spin (kJ/mol) = 437.3
- electronic energy (eV) = -9875.5283
- Kohn-Sham gap (eV) = 9.88

Element x y z (Å)
C (-1.08, 1.50, -0.25)
C (-0.24, 0.32, 0.25)
C (-0.97, -1.02, 0.10)
O (-0.43, -2.05, 0.88)
N (1.06, 0.30, -0.45)
C (2.42, -0.47, -0.02)
O (2.33, -1.38, 0.74)
H (-0.51, 2.43, -0.19)
H (-1.99, 1.60, 0.36)
H (-1.38, 1.34, -1.29)
H (-0.01, 0.45, 1.32)
H (-2.01, -0.89, 0.42)
H (-1.00, -1.28, -0.98)
H (0.54, -2.03, 0.81)
H (1.00, 0.37, -1.46)
H (2.24, 0.79, -0.25)


Density functional theory data (ωB97M-V with the def2-TZVPD basis set) for a 2-piece molecular cluster, C4H9NO2 overall.

Calculated values
- molecular weight (Da) = 103.1
- ΔE to the lowest compared entry with this formula, charge and spin (kJ/mol) = 447.9
- electronic energy (eV) = -9875.4181
- Kohn-Sham gap (spin up / spin down) (eV) = 8.44 / 8.44

Element x y z (Å)
C (2.24, -0.61, -0.98)
N (1.05, -0.05, -0.41)
C (1.01, 1.08, 0.26)
O (-0.03, 1.59, 0.74)
C (-1.91, 0.60, 0.91)
C (-2.05, -0.75, 0.38)
O (-1.42, -0.43, -0.80)
H (2.42, -1.62, -0.60)
H (2.15, -0.66, -2.07)
H (3.11, 0.01, -0.73)
H (1.97, 1.60, 0.40)
H (-1.58, 0.84, 1.91)
H (-2.40, 1.39, 0.36)
H (-1.53, -1.50, 1.01)
H (-3.10, -1.07, 0.27)
H (0.06, -0.41, -0.64)


Density functional theory data (ωB97M-V with the def2-TZVPD basis set) for one molecule with the formula C4H9NO2.

Calculated values
- molecular weight (Da) = 103.1
- ΔE to the lowest compared entry with this formula, charge and spin (kJ/mol) = 140.1
- electronic energy (eV) = -9878.6088
- structure (SMILES) = COCCNC=O
- Kohn-Sham gap (eV) = 10.66

Element x y z (Å)
C (0.66, -0.34, 2.03)
O (0.79, -0.97, 0.78)
C (-0.45, -1.17, 0.12)
C (-0.37, -0.56, -1.28)
N (0.35, 0.69, -1.28)
C (-0.26, 1.91, -1.30)
O (-1.46, 2.09, -1.42)
H (0.09, 0.60, 1.96)
H (0.15, -1.00, 2.76)
H (1.67, -0.13, 2.40)
H (-1.26, -0.70, 0.69)
H (-0.66, -2.25, 0.07)
H (-1.37, -0.37, -1.68)
H (0.13, -1.25, -1.96)
H (1.32, 0.65, -1.00)
H (0.47, 2.74, -1.20)


Density functional theory data (ωB97M-V with the def2-TZVPD basis set) for one molecule with the formula C4H9NO2S in a non-equilibrium geometry.

Calculated values
- molecular weight (Da) = 135.2
- ΔE to the lowest compared entry with this formula, charge and spin (kJ/mol) = 100.3
- electronic energy (eV) = -20713.9931
- structure (SMILES) = O=C(CCS)NCO
- Kohn-Sham gap (eV) = 9.87

Element x y z (Å)
O (1.08, -1.60, 1.26)
C (0.60, -0.60, 0.75)
C (-0.17, -0.59, -0.54)
C (0.26, -1.63, -1.57)
S (0.49, -0.88, -3.21)
N (0.63, 0.55, 1.56)
C (0.01, 1.80, 1.21)
O (-1.34, 1.88, 1.64)
H (-0.23, 0.39, -1.03)
H (-1.22, -0.62, -0.20)
H (1.24, -2.02, -1.36)
H (-0.39, -2.52, -1.62)
H (-0.73, -0.89, -3.77)
H (0.70, 0.38, 2.55)
H (-0.17, 1.93, 0.14)
H (0.61, 2.64, 1.58)
H (-1.37, 1.76, 2.59)


Density functional theory data (ωB97M-V with the def2-TZVPD basis set) for a 2-piece molecular cluster, C4H9NO2S overall in a non-equilibrium geometry.

Calculated values
- molecular weight (Da) = 135.2
- ΔE to the lowest compared entry with this formula, charge and spin (kJ/mol) = 555.5
- electronic energy (eV) = -20709.2759
- Kohn-Sham gap (eV) = 9.64

Element x y z (Å)
C (1.45, 1.63, -0.79)
C (2.06, 0.43, -0.12)
C (1.06, -0.48, 0.91)
C (0.23, -1.04, -0.15)
H (2.17, 2.19, -1.35)
H (0.85, 2.56, -0.25)
H (0.69, 1.08, -1.52)
H (2.57, -0.25, -0.78)
H (2.75, 0.95, 0.64)
H (1.77, -1.28, 1.42)
H (-0.78, -0.53, 1.93)
H (-1.67, -1.68, -0.59)
H (-2.85, 0.88, 1.08)
N (-1.26, -0.86, -0.02)
O (0.37, 0.18, 1.85)
O (0.77, -1.57, -1.21)
S (-2.16, 0.62, -0.29)


Density functional theory data (ωB97M-V with the def2-TZVPD basis set) for a 2-piece molecular cluster, C4H9NO2S overall in a non-equilibrium geometry.

Calculated values
- molecular weight (Da) = 135.2
- ΔE to the lowest compared entry with this formula, charge and spin (kJ/mol) = 762.3
- electronic energy (eV) = -20707.1321
- Kohn-Sham gap (eV) = 4.41

Element x y z (Å)
O (1.92, 0.71, 0.33)
C (0.74, 0.29, 0.48)
N (-0.17, 1.07, -0.40)
C (0.34, 1.14, -1.77)
O (0.69, -0.17, -2.27)
C (0.30, -1.20, 0.67)
C (0.20, -0.08, 1.84)
S (-2.76, -0.52, 0.73)
H (-1.14, 0.74, -0.36)
H (-0.43, 1.46, -2.46)
H (1.20, 1.79, -1.70)
H (1.46, -0.43, -1.75)
H (-0.54, -1.63, 0.13)
H (1.13, -1.79, 1.02)
H (-0.79, 0.09, 2.23)
H (0.89, 0.35, 2.57)
H (-3.04, -1.83, 0.72)


Density functional theory data (ωB97M-V with the def2-TZVPD basis set) for a 2-piece molecular cluster, C4H9NO2S overall in a non-equilibrium geometry.

Calculated values
- molecular weight (Da) = 135.2
- ΔE to the lowest compared entry with this formula, charge and spin (kJ/mol) = 390.2
- electronic energy (eV) = -20710.9887
- structure (SMILES) = O=C1O[C@H]1S.CNC
- Kohn-Sham gap (eV) = 9.48

Element x y z (Å)
O (3.62, 2.00, 1.45)
C (3.69, 1.35, 0.49)
O (4.44, 1.13, -0.57)
C (3.07, 0.49, -0.51)
S (2.99, -1.28, -0.35)
H (2.42, 0.91, -1.18)
H (3.17, -1.52, 1.10)
C (-1.20, 0.10, -1.14)
N (-0.37, -0.06, 0.04)
C (-1.20, -0.50, 1.18)
H (-2.08, -0.52, -1.08)
H (-1.39, 1.14, -1.19)
H (-0.76, -0.05, -1.99)
H (0.25, -0.76, -0.11)
H (-1.91, 0.29, 1.45)
H (-1.72, -1.43, 1.09)
H (-0.42, -0.40, 2.04)


Density functional theory data (ωB97M-V with the def2-TZVPD basis set) for C4H9NO2S as an isolated structure in a non-equilibrium geometry.

Calculated values
- molecular weight (Da) = 135.2
- ΔE to the lowest compared entry with this formula, charge and spin (kJ/mol) = 385.6
- electronic energy (eV) = -20711.0368
- Kohn-Sham gap (eV) = 8.66

Element x y z (Å)
C (0.60, -0.86, 1.14)
C (1.02, 1.45, 1.57)
C (-0.19, -0.84, -2.43)
C (0.00, 0.33, 1.71)
N (1.70, -1.37, 1.07)
O (0.34, -2.89, -0.69)
O (-1.05, -0.92, -1.32)
S (-0.80, -2.10, -0.22)
H (1.14, 1.49, 0.52)
H (1.88, 1.13, 2.10)
H (0.79, 2.41, 1.89)
H (0.51, -1.67, -2.42)
H (0.46, 0.15, -2.18)
H (-0.85, -0.57, -3.39)
H (-0.81, 0.67, 1.15)
H (-0.34, 0.17, 2.83)
H (1.80, -2.15, 0.40)


Density functional theory data (ωB97M-V with the def2-TZVPD basis set) for one molecule with the formula C4H9NO2S in a non-equilibrium geometry.

Calculated values
- molecular weight (Da) = 135.2
- 2S+1 = 3
- ΔE to the lowest compared entry with this formula, charge and spin (kJ/mol) = 102.3
- electronic energy (eV) = -20708.5865
- Kohn-Sham gap (spin up / spin down) (eV) = 5.35 / 6.60
- expectation value of S² = 2.008

Element x y z (Å)
C (1.45, 0.64, 0.00)
C (-0.62, -0.20, 1.50)
C (0.29, -0.20, -0.87)
C (-1.00, -0.18, -0.02)
N (0.76, -1.53, -1.14)
O (1.33, 2.00, 0.02)
O (2.44, 0.11, 0.41)
S (-2.02, 1.25, -0.32)
H (0.09, 0.56, 1.78)
H (-1.43, -0.11, 2.18)
H (-0.07, -1.15, 1.83)
H (0.06, 0.37, -1.80)
H (-1.56, -1.04, -0.24)
H (1.76, -1.48, -1.49)
H (0.59, 2.36, -0.46)
H (0.75, -1.99, -0.14)
H (-2.82, 0.58, -1.23)


Density functional theory data (ωB97M-V with the def2-TZVPD basis set) for one molecule with the formula C4H9NO3.

Calculated values
- molecular weight (Da) = 119.1
- ΔE to the lowest compared entry with this formula, charge and spin (kJ/mol) = 214.7
- electronic energy (eV) = -11925.3163
- structure (SMILES) = CC(=O)N(O)[C@H](C)O
- Kohn-Sham gap (eV) = 10.21

Element x y z (Å)
C (2.36, 1.04, 0.29)
C (1.46, -0.18, 0.27)
O (1.86, -1.32, 0.32)
N (0.14, 0.09, 0.12)
O (-0.32, 1.42, 0.12)
C (-0.92, -0.90, 0.26)
C (-1.84, -0.86, -0.96)
O (-1.61, -0.73, 1.45)
H (2.35, 1.52, -0.68)
H (2.01, 1.74, 1.04)
H (3.37, 0.72, 0.52)
H (-0.31, 1.74, -0.79)
H (-0.40, -1.87, 0.33)
H (-2.34, 0.10, -1.02)
H (-2.59, -1.64, -0.87)
H (-1.26, -1.03, -1.87)
H (-1.97, 0.17, 1.47)


Copy entry 9 word for word.
Density functional theory data (ωB97M-V with the def2-TZVPD basis set) for one molecule with the formula C4H9NO2S in a non-equilibrium geometry.

Calculated values
- molecular weight (Da) = 135.2
- 2S+1 = 3
- ΔE to the lowest compared entry with this formula, charge and spin (kJ/mol) = 102.3
- electronic energy (eV) = -20708.5865
- Kohn-Sham gap (spin up / spin down) (eV) = 5.35 / 6.60
- expectation value of S² = 2.008

Element x y z (Å)
C (1.45, 0.64, 0.00)
C (-0.62, -0.20, 1.50)
C (0.29, -0.20, -0.87)
C (-1.00, -0.18, -0.02)
N (0.76, -1.53, -1.14)
O (1.33, 2.00, 0.02)
O (2.44, 0.11, 0.41)
S (-2.02, 1.25, -0.32)
H (0.09, 0.56, 1.78)
H (-1.43, -0.11, 2.18)
H (-0.07, -1.15, 1.83)
H (0.06, 0.37, -1.80)
H (-1.56, -1.04, -0.24)
H (1.76, -1.48, -1.49)
H (0.59, 2.36, -0.46)
H (0.75, -1.99, -0.14)
H (-2.82, 0.58, -1.23)


> Which of these has the highest electronic energy?

number 2